Entry 1:
Here is a cluster of 3 separate species, C2H10NO2S in total from the OMol25 dataset. Energies are from ωB97M-V with the def2-TZVPD basis set.

The energy above the lowest of the compared OMol25 structures with the same formula, charge and spin comes out at 154.48 kJ/mol. The calculation puts the LUMO energy at 3.41 eV. The HOMO energy comes out at -2.84 eV. The charge is -1. For the orbital gap, the calculation gives 6.256 eV. For the maximum force, the calculation gives 0.0717 Eh/bohr.

Geometry (Å):
C1 0.9532 0.0380 1.5097
C2 1.4236 -0.1406 0.0021
S1 -0.0778 -0.2775 -1.1409
N1 2.0391 0.9197 2.2513
H1 0.0517 0.6514 1.4139
H2 0.5323 -0.8076 2.0658
H3 2.1362 0.6871 -0.0458
H4 1.8800 -1.1215 -0.0442
H5 1.9368 0.5487 3.1868
H6 2.7857 0.6515 1.6225
H7 -2.5339 -0.0551 3.8076
H8 -2.8495 1.2113 3.1804
O1 -3.2926 0.5678 3.7576
H9 -1.3626 -0.7279 -5.0146
H10 -0.1269 -0.4584 -4.2560
O2 -0.4029 -0.7735 -5.1285

Atomic partial charges in e from the Mulliken method, atoms 1 to 5:
1 C -0.136
2 C -0.873
3 S -0.657
4 N -0.677
5 H 0.121

---

Entry 2:
Here is a structure of composition C4H6O2S2 from the OMol25 dataset. Energies are from ωB97M-V with the def2-TZVPD basis set.

The energy above the lowest of the compared OMol25 structures with the same formula, charge and spin comes out at 133.02 kJ/mol. The calculation puts the LUMO energy at 0.58 eV. The HOMO energy comes out at -9.18 eV. For the orbital gap, the calculation gives 9.753 eV. For the maximum force, the calculation gives 0.0532 Eh/bohr.

Geometry (Å):
C1 -0.9819 -0.6430 -0.8646
C2 0.0908 -0.5843 0.2800
C3 1.4114 -1.2984 -0.1493
C4 0.6728 0.8106 0.2828
H1 -3.0652 -0.6706 0.2071
H2 -0.4760 -0.2209 -1.7593
H3 -1.1632 -1.7288 -1.0374
H4 -0.9507 -0.3188 1.9193
H5 1.2984 -1.9917 -1.0270
H6 1.8209 -1.8524 0.7104
O1 -0.4795 -1.0895 1.4364
O2 0.2131 1.8486 0.6762
S1 -2.3881 0.3537 -0.3946
S2 2.2323 0.3338 -0.4308

Atomic partial charges in e from the Mulliken method, atoms 1 to 5:
1 C -0.753
2 C 0.898
3 C -0.824
4 C 0.155
5 H 0.138

---

Entry 3:
Here is a cluster of 4 separate species, C5H14O3 in total from the OMol25 dataset. Energies are from ωB97M-V with the def2-TZVPD basis set.

The energy above the lowest of the compared OMol25 structures with the same formula, charge and spin comes out at 169.49 kJ/mol. The calculation puts the LUMO energy at 0.58 eV. The HOMO energy comes out at -9.70 eV. For the orbital gap, the calculation gives 10.277 eV. The SMILES is C=CC(=C)C.O.O.O. For the maximum force, the calculation gives 0.0492 Eh/bohr.

Geometry (Å):
C1 1.7507 0.4396 -0.0771
C2 0.4253 0.4167 0.0625
C3 -0.3717 -0.4350 0.9889
C4 -0.1682 -0.2925 2.2937
C5 -1.5241 -1.0673 0.2746
H1 2.5193 -0.2463 0.2477
H2 2.1551 1.2724 -0.6559
H3 -0.0103 1.3847 -0.1688
H4 -0.9772 -0.6889 2.9269
H5 0.6656 0.1312 2.8132
H6 -1.4562 -1.2201 -0.8160
H7 -2.4834 -0.5454 0.4516
H8 -1.7580 -2.0954 0.5544
O1 0.0190 -3.3996 -1.2476
H9 -0.0245 -3.5688 -2.1845
H10 -0.6505 -2.7315 -1.0525
O2 0.0331 3.0899 2.1195
H11 -0.4615 3.1781 2.9442
H12 0.2295 2.1557 2.1160
O3 0.0281 1.1025 -3.6478
H13 0.5002 1.7774 -3.1634
H14 0.4687 0.2693 -3.5120

Atomic partial charges in e from the Mulliken method, atoms 1 to 5:
1 C -0.673
2 C -0.299
3 C 1.113
4 C -1.155
5 C -1.833

---

Entry 4:
Here is a structure of composition C26H28Cl2N4PPm from the OMol25 dataset. Energies are from ωB97M-V with the def2-TZVPD basis set.

The energy above the lowest of the compared OMol25 structures with the same formula, charge and spin comes out at 87.17 kJ/mol. The spin multiplicity is 5. The calculation puts the LUMO energy (spin up / spin down) at -6.04 / -5.80 eV. The HOMO energy (spin up / spin down) comes out at -13.25 / -13.27 eV. The charge is +2. For the orbital gap (spin up / spin down), the calculation gives 7.216 / 7.471 eV. For the maximum force, the calculation gives 0.0871 Eh/bohr.

Geometry (Å):
Pm1 12.8719 10.7096 10.2257
N1 12.5289 8.9682 12.0409
C1 11.0912 8.7553 12.3627
C2 10.8243 8.5827 13.6749
C3 9.4501 8.3941 14.0562
C4 8.5874 8.2763 13.0728
C5 8.8774 8.3502 11.6899
C6 10.1819 8.7098 11.2913
P1 10.6800 8.7278 9.5296
C7 9.8509 10.0613 8.5284
C8 10.6715 10.3853 7.4205
C9 10.3921 11.4568 6.5729
C10 9.2484 12.2451 6.8773
C11 8.4438 11.8535 7.9521
C12 8.7193 10.8050 8.7664
C13 10.2227 7.0724 8.9970
C14 9.5029 6.8878 7.8180
C15 8.9878 5.5713 7.5573
C16 9.2812 4.5011 8.3416
C17 10.1185 4.6851 9.4677
C18 10.5993 5.9574 9.7481
H1 13.1008 9.0832 12.8936
H2 12.9725 8.0968 11.6710
H3 11.6726 8.5634 14.3335
H4 9.1089 8.3620 15.0396
H5 7.5642 8.0392 13.2327
H6 8.0367 8.2949 11.0319
H7 11.5014 9.7360 7.1334
H8 11.0325 11.7180 5.7744
H9 8.9991 13.1325 6.3409
H10 7.5357 12.4323 8.1135
H11 8.0197 10.4873 9.5050
H12 9.2051 7.7367 7.1675
H13 8.4142 5.3813 6.6469
H14 8.8130 3.5376 8.2790
H15 10.3390 3.8590 10.1015
H16 11.2042 6.1923 10.6301
Cl1 15.6201 10.1009 11.4164
C19 16.3225 10.4488 9.7445
C20 17.6455 10.9316 9.7513
C21 18.2858 11.2898 8.5980
C22 17.6048 11.0669 7.3600
C23 16.2804 10.5666 7.3784
Cl2 15.3385 10.5147 5.8968
C24 15.6048 10.2791 8.5990
N2 14.3172 9.8254 8.7243
H17 18.1091 11.0931 10.7309
H18 19.3214 11.6360 8.6426
H19 18.0910 11.3192 6.4016
N3 11.5348 13.1536 9.3335
C25 11.6443 14.4690 10.1466
C26 12.9265 14.4509 11.0597
N4 12.6603 13.3665 12.1570
H20 11.8866 13.3594 8.3807
H21 10.5650 12.9187 9.2174
H22 13.9849 9.5209 7.7597
H23 10.8165 14.4917 10.8711
H24 11.5540 15.3193 9.4548
H25 13.2243 15.4543 11.3931
H26 13.7700 14.0556 10.4593
H27 11.9915 13.7911 12.7461
H28 13.5053 13.2626 12.6633

Atomic partial charges in e from the Mulliken method, atoms 1 to 5:
1 Pm 1.100
2 N -0.310
3 C 0.980
4 C -0.555
5 C -0.858

---

Entry 5:
Here is the ion C5H9N2 with charge +1 from the OMol25 dataset. Energies are from ωB97M-V with the def2-TZVPD basis set.

The energy above the lowest of the compared OMol25 structures with the same formula, charge and spin comes out at 296.19 kJ/mol. The calculation puts the LUMO energy at -4.66 eV. The HOMO energy comes out at -13.91 eV. The charge is +1. For the orbital gap, the calculation gives 9.242 eV. The SMILES is C=N[C@@H]1CC=[NH+]C1. For the maximum force, the calculation gives 0.0658 Eh/bohr.

Geometry (Å):
C1 2.5053 0.1041 0.4122
N1 1.4090 -0.5819 0.3760
C2 0.4009 -0.2389 -0.5551
C3 -0.3346 1.0941 -0.2156
C4 -1.5351 0.8069 0.4615
N2 -1.7149 -0.4860 0.4783
C5 -0.7969 -1.2922 -0.2797
H1 3.3834 -0.1060 0.9835
H2 2.6300 0.9068 -0.2730
H3 0.7468 -0.2026 -1.5537
H4 0.2519 1.7923 0.2651
H5 -0.5530 1.5132 -1.1238
H6 -2.2681 1.5341 0.8612
H7 -2.5209 -0.9875 0.9047
H8 -1.3783 -1.7901 -1.0977
H9 -0.2256 -2.0662 0.3560

Atomic partial charges in e from the Mulliken method, atoms 1 to 5:
1 C -0.273
2 N -0.531
3 C 0.223
4 C -1.000
5 C -0.010

---

Entry 6:
Here is a structure of composition C8H12ClNTm from the OMol25 dataset. Energies are from ωB97M-V with the def2-TZVPD basis set.

The spin multiplicity is 3. The calculation puts the LUMO energy (spin up / spin down) at 3.06 / 3.06 eV. The HOMO energy (spin up / spin down) comes out at -3.19 / -3.18 eV. The charge is -1. For the orbital gap (spin up / spin down), the calculation gives 6.256 / 6.243 eV. For the maximum force, the calculation gives 0.1401 Eh/bohr.

Geometry (Å):
C1 -1.6769 -1.2481 -1.1217
C2 -1.8019 0.0937 -1.5813
C3 -2.1914 0.9015 -0.4753
C4 -2.2953 0.0632 0.6689
C5 -1.9731 -1.2669 0.2711
Tm1 0.0000 0.0000 0.0000
N1 1.3075 -1.2886 0.2547
C6 2.0559 -0.8473 -0.9794
C7 1.2956 0.3437 -1.6151
H1 -2.3436 1.9824 -0.4959
H2 -1.6281 0.4431 -2.5994
H3 -2.5436 0.3845 1.6816
H4 -1.9398 -2.1417 0.9235
H5 -1.3625 -2.1053 -1.7200
H6 0.9902 0.1484 -2.6531
H7 3.0897 -0.5621 -0.6968
H8 1.6433 -2.1727 0.6376
H9 1.8374 1.2981 -1.5345
H10 2.1112 -1.6904 -1.6961
Cl1 2.3007 1.6847 1.9023
C8 0.7329 0.8723 2.1095
H11 0.8382 0.0431 2.8389
H12 -0.0142 1.6016 2.4836

Atomic partial charges in e from the Mulliken method, atoms 1 to 5:
1 C -0.356
2 C -0.383
3 C -0.536
4 C -0.379
5 C -0.360

---

Look up the maximum force of the sixth one.
0.1401 Eh/bohr

---

Please write out number 5 again, unchanged.
Here is the ion C5H9N2 with charge +1 from the OMol25 dataset. Energies are from ωB97M-V with the def2-TZVPD basis set.

The energy above the lowest of the compared OMol25 structures with the same formula, charge and spin comes out at 296.19 kJ/mol. The calculation puts the LUMO energy at -4.66 eV. The HOMO energy comes out at -13.91 eV. The charge is +1. For the orbital gap, the calculation gives 9.242 eV. The SMILES is C=N[C@@H]1CC=[NH+]C1. For the maximum force, the calculation gives 0.0658 Eh/bohr.

Geometry (Å):
C1 2.5053 0.1041 0.4122
N1 1.4090 -0.5819 0.3760
C2 0.4009 -0.2389 -0.5551
C3 -0.3346 1.0941 -0.2156
C4 -1.5351 0.8069 0.4615
N2 -1.7149 -0.4860 0.4783
C5 -0.7969 -1.2922 -0.2797
H1 3.3834 -0.1060 0.9835
H2 2.6300 0.9068 -0.2730
H3 0.7468 -0.2026 -1.5537
H4 0.2519 1.7923 0.2651
H5 -0.5530 1.5132 -1.1238
H6 -2.2681 1.5341 0.8612
H7 -2.5209 -0.9875 0.9047
H8 -1.3783 -1.7901 -1.0977
H9 -0.2256 -2.0662 0.3560

Atomic partial charges in e from the Mulliken method, atoms 1 to 5:
1 C -0.273
2 N -0.531
3 C 0.223
4 C -1.000
5 C -0.010

---

Which of these has the lowest maximum force?
C5H14O3

---

Look up the maximum force of the sixth one.
0.1401 Eh/bohr